# C22H62N22O16

A 12-piece molecular cluster, C22H62N22O16 overall (ωB97M-V/def2-TZVPD, OMol25).

Last column: Löwdin charge in e.
Element x y z (Å)
O -5.29 -5.97 -3.64  0.030
O -2.91 9.83 -3.55  0.001
O -3.60 -9.52 -0.38  -0.010
O 0.61 7.68 -1.53  -0.018
O -1.24 1.64 -1.84  -0.001
O 1.57 2.87 1.21  0.137
O -0.78 -7.22 3.00  -0.007
O 2.51 -4.09 3.75  -0.019
O 2.68 4.35 -0.08  0.053
O 6.86 0.79 -0.34  0.014
O -3.77 4.63 -4.59  0.012
O -0.69 7.44 3.09  0.012
O 1.84 -0.72 -0.15  0.018
O 3.69 2.49 0.57  0.032
O 2.36 -8.80 5.10  0.006
O -0.16 3.33 -0.82  0.092
N -5.79 -10.13 -0.37  0.167
N 5.45 0.04 1.27  0.176
N -5.60 5.16 -3.35  0.160
N 1.80 -6.20 4.12  0.174
N -1.01 9.18 4.51  0.160
N -5.82 4.48 -5.55  0.156
N 6.98 -1.38 0.30  0.147
N -1.45 8.18 -3.00  0.151
N -4.39 -7.86 -2.75  0.157
N -4.47 -10.42 1.51  0.168
N 0.04 7.24 5.22  0.159
N -2.05 -5.66 1.96  0.167
N 2.29 -11.06 5.23  0.154
N -3.55 7.67 -3.82  0.153
N 2.25 -0.07 1.98  0.166
N -0.70 8.48 0.15  0.162
N 3.92 -5.57 4.73  0.152
N -5.54 -6.37 -1.42  0.144
N 0.71 6.71 0.53  0.189
N 0.58 -9.87 4.20  0.172
N 2.40 -2.30 1.39  0.160
N -1.77 -7.76 1.03  0.166
C -1.08 2.94 -1.51  -0.507
C -2.15 3.86 -2.01  0.024
C 0.81 1.26 -3.18  -0.134
C 3.93 4.36 -0.79  -0.245
C 2.50 4.33 -2.90  -0.177
C -2.65 8.64 -3.47  -0.678
C 3.78 4.84 -2.23  -0.113
C 4.52 2.98 -0.51  -0.067
C 2.24 1.77 -2.88  -0.183
C 2.15 -1.02 1.00  -0.671
C 2.55 3.20 0.62  -0.557
C 2.64 3.02 -3.69  -0.184
C 0.24 7.62 -0.36  -0.658
C -0.56 7.93 4.20  -0.651
C -4.98 4.74 -4.50  -0.676
C 6.46 -0.12 0.37  -0.667
C 0.02 0.93 -1.90  -0.163
C 1.78 -9.84 4.86  -0.648
C -5.09 -6.68 -2.68  -0.687
C 2.72 -5.22 4.17  -0.666
C -1.49 -6.90 2.05  -0.652
C -4.56 -10.00 0.22  -0.657
H 3.64 2.90 -4.11  0.104
H -0.91 9.59 5.42  0.095
H -2.61 -5.37 1.18  0.098
H -1.70 4.80 -2.32  0.080
H 4.67 4.58 -2.79  0.124
H 2.09 0.89 1.73  0.063
H 2.16 5.11 -3.59  0.113
H 3.17 -11.06 5.71  0.104
H 0.37 6.31 5.01  0.109
H -5.39 4.17 -6.40  0.105
H -6.58 -10.51 0.11  0.101
H -5.39 -6.95 -0.62  0.076
H -3.58 -10.31 1.96  0.102
H 1.96 -7.14 4.47  0.041
H -1.45 9.70 3.79  0.105
H 5.55 3.00 -0.16  0.124
H -6.05 -5.51 -1.32  0.099
H -0.23 -0.13 -1.87  0.119
H 5.00 0.93 1.33  0.073
H 4.63 -4.86 4.79  0.094
H -6.59 5.28 -3.27  0.096
H -2.85 4.05 -1.19  0.093
H -2.36 -7.53 0.25  0.082
H 2.31 1.96 -1.80  0.087
H -1.85 -5.01 2.69  0.110
H 0.09 -10.71 3.98  0.093
H -3.35 6.68 -3.79  0.049
H 4.50 2.27 -1.34  0.130
H 6.66 -2.15 0.85  0.089
H -2.70 3.42 -2.84  0.064
H -5.89 -9.84 -1.32  0.099
H 2.64 -2.56 2.33  0.047
H -6.81 4.57 -5.50  0.093
H 0.61 1.12 -1.01  0.085
H 0.91 -6.00 3.71  0.070
H -4.04 -8.13 -3.65  0.106
H 5.09 -0.71 1.84  0.083
H 3.74 5.94 -2.20  0.117
H 0.87 0.35 -3.77  0.110
H 2.49 -0.30 2.93  0.096
H 1.39 6.05 0.19  0.075
H 4.57 5.10 -0.29  0.153
H -4.45 7.97 -4.15  0.094
H 1.96 3.10 -4.54  0.101
H 1.83 -11.93 5.04  0.093
H 0.26 1.99 -3.77  0.114
H 0.40 6.69 1.48  0.062
H 0.20 -8.98 3.92  0.067
H -1.37 -8.68 1.07  0.098
H 2.95 0.98 -3.12  0.112
H -5.02 5.36 -2.56  0.098
H -0.78 8.85 -2.70  0.079
H 2.32 -3.01 0.70  0.100
H 7.72 -1.53 -0.37  0.098
H -1.08 9.16 -0.47  0.088
H 0.16 7.61 6.14  0.095
H -4.23 -8.44 -1.95  0.031
H 1.71 4.24 -2.15  0.095
H 4.11 -6.49 5.08  0.088
H -5.24 -10.80 2.02  0.100
H -1.01 8.41 1.11  0.059
H -1.23 7.20 -2.91  0.079

Output
* E_tot: -3284.48715 a.u.
* HOMO-LUMO gap: 8.4 eV
* multiplicity: 1